The following is a quantum chemistry calculation of C48H40N6O2PS2Se2Ti as an isolated structure at a distorted geometry, from OMol25.

XYZ file:
```
102
Properties=species:S:1:pos:R:3:forces:R:3
Ti -0.2644 -0.0665 -0.0667 1.04 -1.26 -1.12
O 1.4299 3.6127 0.1995 -0.25 -0.50 -0.30
C 1.0113 2.5845 -0.3105 0.88 0.80 -0.13
N -0.0700 1.8655 0.0689 -0.27 -0.04 0.48
C -1.0963 2.4556 0.7905 -0.88 0.28 0.81
C -1.4379 3.8036 0.7358 0.09 -0.11 -0.05
C -2.5436 4.2543 1.4344 -0.05 0.02 0.02
C -3.2985 3.3774 2.1971 -0.01 0.07 -0.05
C -2.9682 2.0362 2.2646 0.03 -0.14 0.11
C -1.8736 1.5569 1.5498 -0.01 1.12 -0.10
N -1.4091 0.2405 1.4876 -0.04 0.34 -0.09
C -1.8006 -0.6706 2.4014 -0.45 -0.73 0.87
O -2.6897 -0.5731 3.2347 0.49 -0.07 -0.33
C -0.9302 -1.8875 2.3556 0.12 -0.40 0.30
C -0.8806 -2.7398 3.4544 -0.04 0.13 -0.16
C -0.0087 -3.8112 3.4288 -0.06 0.08 -0.20
C 0.7268 -4.0198 2.2717 -0.15 0.13 -0.01
C 0.5932 -3.1330 1.2182 0.20 -0.25 -0.12
N -0.1869 -2.0542 1.2603 -0.31 0.36 0.60
C 1.6438 2.0185 -1.5477 0.13 0.24 -0.53
C 2.7624 2.6217 -2.1135 -0.18 -0.07 0.17
C 3.2117 2.1600 -3.3380 -0.14 -0.02 0.12
C 2.5049 1.1385 -3.9577 0.00 0.06 0.08
C 1.3953 0.6078 -3.3176 -0.04 -0.14 -0.30
N 0.9789 1.0195 -2.1286 0.37 0.54 0.44
H -0.8346 4.4842 0.1531 -0.02 0.01 0.02
H -2.8215 5.2964 1.3875 0.02 0.11 -0.03
H -4.1638 3.7335 2.7389 -0.01 0.04 0.05
H -3.5455 1.3615 2.8710 -0.02 -0.02 -0.03
H -1.5118 -2.5222 4.3010 -0.07 0.04 0.04
H 0.0886 -4.4741 4.2759 -0.03 -0.04 0.06
H 1.3970 -4.8582 2.1688 0.07 -0.09 -0.02
H 1.1356 -3.3257 0.3024 -0.07 0.16 0.09
H 3.2214 3.4398 -1.5796 0.07 0.04 0.00
H 4.0696 2.6091 -3.8186 0.07 -0.01 0.00
H 2.8068 0.7635 -4.9238 -0.06 -0.03 -0.09
H 0.8014 -0.1710 -3.7796 0.07 -0.06 0.02
S 2.1026 -0.1408 0.6341 -0.15 0.10 -0.07
C 2.9086 -1.1660 -0.4913 0.42 0.16 0.38
N 4.2759 -1.1625 -0.5016 -0.54 -0.15 -0.08
C 4.9338 -1.9334 -1.5225 -0.02 -0.42 -0.22
C 4.2400 -3.2881 -1.6377 0.40 0.16 0.13
N 2.8484 -3.0832 -1.9504 -0.07 0.43 0.23
C 2.1745 -4.0848 -2.7589 -0.14 -0.07 -0.17
C 2.1877 -5.4755 -2.1585 0.07 0.09 -0.03
C 3.2553 -6.3366 -2.3930 -0.05 0.02 -0.05
C 3.2641 -7.6153 -1.8640 0.08 -0.03 0.03
C 2.1963 -8.0583 -1.1027 0.03 -0.06 -0.01
C 1.1182 -7.2181 -0.8834 -0.04 -0.01 0.11
C 1.1168 -5.9305 -1.3948 0.00 0.04 -0.06
C 2.1993 -2.0402 -1.3416 -0.35 -0.07 -0.49
S 0.5285 -1.8092 -1.6588 0.31 -0.38 0.10
C 5.0829 -0.2844 0.3197 0.09 0.13 0.17
C 6.0537 -1.0804 1.1501 0.11 0.07 -0.05
C 5.5829 -1.8344 2.2185 0.02 0.03 -0.03
C 6.4529 -2.6091 2.9634 -0.06 -0.07 0.03
C 7.8013 -2.6398 2.6432 0.12 -0.01 0.03
C 8.2786 -1.8847 1.5856 0.11 -0.10 0.03
C 7.4071 -1.1070 0.8424 -0.11 0.06 0.04
H 5.9768 -2.0724 -1.2344 -0.05 -0.01 -0.08
H 4.8874 -1.4182 -2.4930 0.07 0.01 0.06
H 4.3589 -3.8331 -0.6895 0.04 -0.03 -0.15
H 4.6905 -3.8745 -2.4407 0.03 0.02 0.08
H 2.6648 -4.1100 -3.7397 -0.07 -0.01 0.02
H 1.1430 -3.7550 -2.8903 0.15 -0.09 -0.11
H 4.0798 -6.0253 -3.0218 0.02 0.08 -0.03
H 4.1019 -8.2690 -2.0567 0.07 -0.07 -0.02
H 2.1999 -9.0606 -0.7001 -0.03 -0.07 0.03
H 0.2670 -7.5725 -0.3220 -0.09 0.00 0.09
H 0.2579 -5.2938 -1.2279 -0.06 0.15 -0.02
H 4.4065 0.2718 0.9711 0.20 0.04 -0.17
H 5.6198 0.4245 -0.3228 -0.05 0.00 0.06
H 4.5311 -1.7982 2.4630 -0.16 -0.03 0.04
H 6.0812 -3.1938 3.7927 -0.02 -0.02 0.06
H 8.4817 -3.2445 3.2246 0.05 -0.05 0.04
H 9.3287 -1.9081 1.3322 0.07 0.01 0.01
H 7.7830 -0.5065 0.0254 0.02 0.05 -0.11
Se -2.0960 0.3698 -1.7393 -0.23 -0.43 -0.13
P -3.2343 -1.5181 -1.4474 -0.39 -0.26 -0.11
Se -2.2429 -3.3103 -0.8751 -0.35 0.06 -0.11
C -4.5844 -1.2329 -0.2395 0.34 0.07 -0.28
C -4.7413 -0.0313 0.4323 0.05 0.13 -0.22
C -5.6562 0.0560 1.4685 -0.10 0.01 0.12
C -6.4049 -1.0482 1.8382 -0.01 0.22 0.01
C -6.2975 -2.2273 1.1189 0.04 -0.14 -0.09
C -5.3861 -2.3239 0.0839 -0.04 -0.04 -0.04
C -4.0288 -1.6932 -3.0827 0.12 0.15 0.30
C -3.6137 -2.6721 -3.9703 0.01 -0.08 0.10
C -4.2022 -2.7563 -5.2202 -0.05 0.02 -0.11
C -5.2032 -1.8676 -5.5770 0.00 -0.02 0.00
C -5.6060 -0.8796 -4.6914 -0.08 0.09 -0.05
C -5.0068 -0.7769 -3.4506 0.02 -0.10 0.09
H -4.1492 0.8348 0.1521 -0.01 -0.13 0.07
H -5.7681 0.9884 2.0006 0.01 0.08 0.08
H -7.0656 -0.9853 2.6912 -0.12 0.00 -0.02
H -6.9091 -3.0790 1.3759 -0.04 -0.09 0.04
H -5.2678 -3.2478 -0.4667 0.01 -0.07 0.07
H -2.8419 -3.3666 -3.6679 0.03 -0.05 0.03
H -3.8855 -3.5176 -5.9176 0.04 -0.08 -0.05
H -5.6719 -1.9422 -6.5464 -0.05 -0.01 -0.11
H -6.3900 -0.1911 -4.9695 -0.05 0.09 -0.04
H -5.2862 0.0060 -2.7585 -0.13 0.05 0.02
```
Positions in Å, forces in eV/Å.

As for the expectation value of S²: 0.7547. Its spin multiplicity is 2. Its max |F| is 1.98 eV/Å. Its energy above the lowest of the compared OMol25 structures with the same formula, charge and spin is 0.000 eV.

Atom charges from the Löwdin analysis, given in e for atoms 1 to 99: Ti 0.49; O 0.09; C -0.49; N -0.10; C -0.24; C 0.00; C -0.08; C -0.08; C -0.03; C -0.23; N -0.02; C -0.42; O 0.09; C -0.19; C 0.02; C -0.04; C -0.03; C -0.18; N -0.03; C -0.23; C 0.01; C -0.05; C -0.04; C -0.16; N 0.01; H 0.11; H 0.10; H 0.10; H 0.09; H 0.12; H 0.11; H 0.11; H 0.07; H 0.12; H 0.11; H 0.10; H 0.09; S 0.81; C -0.59; N -0.12; C -0.11; C -0.12; N -0.11; C -0.13; C -0.20; C -0.06; C -0.08; C -0.09; C -0.07; C -0.03; C -0.61; S 0.66; C -0.14; C -0.22; C -0.03; C -0.08; C -0.09; C -0.08; C -0.06; H 0.12; H 0.14; H 0.14; H 0.12; H 0.13; H 0.07; H 0.11; H 0.10; H 0.10; H 0.11; H 0.09; H 0.07; H 0.13; H 0.11; H 0.10; H 0.10; H 0.10; H 0.11; Se 0.51; P 0.22; Se 0.33; C -0.40; C -0.11; C -0.08; C -0.07; C -0.08; C -0.11; C -0.42; C -0.11; C -0.08; C -0.09; C -0.08; C -0.10; H 0.07; H 0.10; H 0.10; H 0.10; H 0.09; H 0.06; H 0.10

The following is a quantum chemistry calculation of C48H40O3PtS3Te as an isolated structure at a distorted geometry, from OMol25.

XYZ file:
```
96
Properties=species:S:1:pos:R:3:forces:R:3
Pt 14.2560 13.3299 14.1962 2.06 -2.09 1.04
C 5.4918 11.5126 11.8381 -0.88 2.11 0.74
C 6.7995 11.4741 12.6063 -0.93 -2.11 -1.28
C 7.3910 12.6139 13.0343 1.38 0.42 1.83
C 8.5645 12.5527 13.8288 -0.10 -2.25 -2.75
C 9.2958 11.3697 13.7443 -0.19 -0.55 1.72
C 8.6803 10.1753 13.3784 -0.60 0.86 -1.44
C 7.4308 10.2156 12.7988 0.09 1.06 0.12
S 10.8730 11.3217 14.6425 0.30 3.00 -1.56
O 10.8824 10.1930 15.5470 0.18 -2.03 0.73
C 12.1122 11.0283 13.2684 -0.56 0.33 0.07
C 13.0201 10.0054 13.5312 0.09 0.23 0.07
C 14.0548 9.8064 12.6721 0.96 -0.12 -0.37
C 14.2619 10.5524 11.4895 -0.71 0.26 0.26
C 15.2369 10.2786 10.4942 -0.13 0.84 -0.59
C 15.2897 11.0022 9.3395 -0.49 0.43 0.01
C 14.3939 12.1349 9.1053 2.36 -1.34 -1.66
C 13.4892 12.4212 10.0304 -1.46 0.35 1.93
C 13.3813 11.6188 11.2639 -0.60 1.06 -1.17
C 12.3393 11.8877 12.1972 -1.05 -0.80 0.08
C 11.3592 12.9704 11.9022 -0.55 -0.38 -2.11
C 10.3525 12.8045 10.7808 0.52 0.62 1.94
C 10.1376 11.6302 10.0662 0.36 0.00 0.15
C 9.1927 11.5882 9.0913 -0.47 0.46 -0.28
C 8.4141 12.6993 8.6967 0.37 1.01 0.35
C 8.5900 13.9031 9.3812 0.03 -2.44 -0.21
C 9.4977 13.8928 10.4785 -0.12 -1.74 -1.84
C 9.6409 15.0269 11.1905 -0.28 2.52 0.68
C 10.5760 15.2042 12.1118 0.72 1.67 1.32
C 11.4827 14.2037 12.4479 0.37 -0.34 0.82
S 12.7322 14.6657 13.7130 -2.44 1.98 -0.19
O 11.9448 15.3002 14.8117 0.20 -0.51 -0.62
C 13.4007 16.0490 12.8189 0.60 0.71 -1.05
C 13.0610 17.3439 13.2109 0.25 -0.87 0.05
C 13.6143 18.4128 12.5192 -1.60 1.79 1.26
C 14.4280 18.2679 11.4398 1.96 -0.87 -0.45
C 15.0957 19.4382 10.7864 2.15 -1.79 -1.09
C 14.8226 16.9795 11.0821 -1.21 -1.59 0.01
C 14.2709 15.8493 11.7286 0.04 1.61 0.57
H 5.5161 11.2130 10.8063 0.52 -0.16 -0.53
H 5.1057 12.5938 11.8594 0.42 -1.51 -0.14
H 4.6997 10.9052 12.2842 0.23 -0.01 0.26
H 6.9977 13.5719 12.8065 -0.66 0.70 0.00
H 9.0703 13.3632 14.2147 0.64 2.02 0.83
H 9.1877 9.2595 13.3026 0.91 -1.04 0.47
H 7.0154 9.3043 12.3889 -0.27 0.05 0.11
H 12.9325 9.4673 14.4602 -0.07 -0.31 0.08
H 14.8239 9.1047 12.9073 0.25 -0.74 0.19
H 15.9834 9.5301 10.5915 0.27 -0.84 0.45
H 16.0136 10.6543 8.6024 -0.17 0.52 -0.02
H 14.5305 12.7051 8.1551 -0.37 -0.45 0.98
H 12.7935 13.2600 9.8707 0.39 -0.49 0.23
H 10.7450 10.7694 10.2502 0.21 -0.45 0.20
H 9.0513 10.6605 8.6106 -0.20 -0.89 -0.70
H 7.7479 12.6234 7.8311 0.17 0.00 0.45
H 8.0154 14.7798 9.1318 0.03 0.20 0.08
H 9.0592 15.8819 10.9465 -0.70 0.54 -0.22
H 10.6481 16.1950 12.5620 0.14 -0.35 0.12
H 12.4169 17.4455 14.0814 0.04 0.19 -0.25
H 13.3315 19.4566 12.8297 0.32 -1.12 -0.23
H 16.1699 19.5998 11.1395 -1.43 -0.31 -0.31
H 14.5284 20.2531 11.0340 -1.14 2.50 0.27
H 15.1447 19.2961 9.6753 -0.10 0.26 0.93
H 15.4472 16.8084 10.2106 0.16 0.13 0.18
H 14.5545 14.8515 11.4713 0.18 -0.48 -0.27
O 12.0319 12.7628 17.2327 0.76 0.44 1.14
S 12.7619 13.2752 18.4592 -1.41 -0.84 -0.38
C 14.5089 13.2374 18.0788 -0.11 -2.11 2.11
C 14.9789 14.3636 17.2988 1.55 0.75 -0.68
C 14.1262 15.3905 16.9338 -0.28 0.38 -0.17
C 14.5841 16.4603 16.1799 -1.10 1.10 -0.55
C 15.9027 16.5038 15.8134 0.06 0.73 -0.39
C 16.7857 15.5390 16.2169 0.73 -1.79 0.22
C 16.3501 14.4130 16.9257 0.14 0.57 0.93
C 12.7571 11.8759 19.7333 0.37 1.44 -1.00
C 13.4356 10.6926 19.2071 0.97 -2.17 1.33
C 13.0455 9.9641 18.0729 1.52 0.40 1.73
C 13.7827 8.8668 17.7283 -0.08 -2.26 -1.49
C 14.9002 8.3615 18.4165 -1.56 1.41 -0.87
C 15.2731 9.0795 19.5204 -0.74 0.23 0.06
C 14.4888 10.1395 19.9841 0.75 0.67 -0.56
H 14.6557 12.2575 17.6206 0.07 0.04 -0.46
H 15.0072 13.0913 19.0777 -0.18 0.55 -0.73
H 13.0817 15.3650 17.2089 -0.02 -0.06 -0.08
H 13.9108 17.2959 15.7909 0.82 -1.47 0.90
H 16.2200 17.3237 15.1986 0.33 0.26 -0.19
H 17.8321 15.5441 15.9338 -0.02 0.36 -0.04
H 17.1288 13.7020 17.3554 -1.33 0.73 -0.76
H 11.7119 11.7539 19.9689 -0.33 -0.02 0.07
H 13.3283 12.2715 20.5697 -0.28 0.11 0.27
H 12.2029 10.2487 17.5496 -1.53 0.55 -1.29
H 13.4449 8.2510 16.8582 0.17 0.73 0.67
H 15.3410 7.4849 18.0012 0.70 -0.38 0.15
H 16.1656 8.8744 20.0324 0.96 -0.57 0.86
H 14.8790 10.5555 20.9338 -0.73 0.28 -0.67
Te 16.2337 11.7916 14.7919 -0.62 0.50 -0.39
```
Positions in Å, forces in eV/Å.

As for the expectation value of S²: 2.0138. Its spin multiplicity is 3. Its max |F| is 3.56 eV/Å. Its energy above the lowest of the compared OMol25 structures with the same formula, charge and spin is 2.453 eV.

Taken from the Löwdin analysis, the atomic charges in e are: Pt 0.14; C -0.05; C -0.27; C -0.04; C -0.03; C -0.35; C -0.07; C -0.02; S 0.98; O -0.47; C -0.27; C -0.10; C -0.08; C -0.18; C -0.04; C -0.06; C -0.07; C -0.03; C -0.11; C -0.19; C -0.11; C -0.07; C -0.02; C -0.08; C -0.05; C 0.00; C -0.19; C -0.06; C -0.06; C -0.26; S 0.70; O -0.46; C -0.37; C -0.08; C -0.05; C -0.30; C -0.05; C -0.02; C -0.04; H 0.06; H 0.10; H 0.08; H 0.10; H 0.08; H 0.10; H 0.11; H 0.10; H 0.10; H 0.10; H 0.10; H 0.12; H 0.12; H 0.12; H 0.09; H 0.11; H 0.11; H 0.12; H 0.12; H 0.11; H 0.13; H 0.11; H 0.03; H 0.10; H 0.11; H 0.08; O -0.53; S 0.96; C -0.33; C -0.33; C -0.09; C -0.09; C -0.11; C -0.11; C -0.13; C -0.25; C -0.29; C -0.03; C -0.08; C -0.08; C -0.10; C -0.04; H 0.07; H 0.13; H 0.08; H 0.13; H 0.10; H 0.10; H 0.12; H 0.10; H 0.09; H 0.06; H 0.12; H 0.09; H 0.08; H 0.12; Te 0.51